Entry 1:
ORCA calculation (ωB97M-V with the def2-TZVPD basis set) on a cluster of 2 separate species, C5H13NO2 in total at a distorted geometry.

Lowest unoccupied orbital energy   0.51 eV
E_HOMO   -9.098 eV
SMILES string   C[C@@H](C=O)N(C)C.O
Kohn-Sham gap   9.61 eV
Charge   0

Last column: Mulliken charge in e.
Geometry (Å):
C (0.075945, -2.116301, 0.808118)  -1.39
C (0.194737, -0.698362, 0.029629)  0.52
C (-0.346024, -0.810027, -1.376330)  -0.26
O (0.393261, -0.934518, -2.337094)  -0.49
N (-0.664202, 0.328988, 0.703160)  -0.06
C (-0.409063, 0.400175, 2.143153)  -1.15
C (-0.672450, 1.641171, 0.027984)  -0.43
H (0.758352, -2.781281, 0.215054)  0.34
H (-0.901505, -2.455377, 0.826240)  0.45
H (0.290594, -2.297819, 1.966656)  0.34
H (1.189545, -0.443508, 0.026933)  0.23
H (-1.429254, -0.906034, -1.443226)  0.38
H (-0.449951, -0.684547, 2.534103)  0.28
H (0.448460, 0.742903, 2.577764)  0.41
H (-1.412259, 0.736014, 2.499711)  0.40
H (-0.217629, 1.454233, -0.930993)  -0.16
H (-0.167989, 2.548317, 0.510447)  0.30
H (-1.662740, 2.124557, -0.123347)  0.28
O (1.871716, 1.741785, -3.013233)  -0.64
H (1.040707, 1.628691, -2.648233)  0.30
H (2.069741, 0.780947, -2.996490)  0.34

Atomic forces in eV per Å
2.563 0.333 0.274
-3.228 -0.522 2.388
1.704 -1.482 -0.326
-0.892 0.435 0.568
1.300 0.102 0.311
-5.111 -3.844 -0.385
-0.005 1.212 0.510
-0.828 0.211 0.699
-2.160 -0.768 -0.799
0.474 1.215 -2.589
2.594 0.758 -0.282
-0.458 0.227 -0.199
0.019 1.683 -0.590
2.358 1.937 0.589
1.269 0.698 0.611
0.082 0.588 -0.498
0.256 -1.670 -0.205
0.055 -1.072 -0.022
2.403 -1.246 -0.788
-3.054 0.562 1.139
0.660 0.643 -0.405



Entry 2:
ORCA calculation (ωB97M-V with the def2-TZVPD basis set) on a structure of composition C28H28BrCeF6IN10O3S2 at a distorted geometry.

Lowest unoccupied orbital energy (alpha / beta)   -5.89 / -8.19 eV
E_HOMO (alpha / beta)   -13.112 / -13.086 eV
Kohn-Sham gap (alpha / beta)   7.22 / 4.90 eV
Charge   +2

Last column: Mulliken charge in e.
Geometry (Å):
Ce (-0.288356, 0.182021, 0.264304)  0.04
N (-1.401170, -3.134339, 3.290630)  0.00
C (-0.477642, -3.951896, 2.688966)  -1.42
C (0.045661, -3.232478, 1.661129)  -0.53
N (-0.545523, -1.993634, 1.616375)  1.45
C (-1.410424, -1.970489, 2.612574)  0.08
C (-2.243194, -0.806163, 2.839069)  -0.15
N (-2.197369, 0.226763, 2.018537)  1.03
C (-3.124260, 1.122897, 2.499156)  -0.64
C (-3.710501, 0.618647, 3.617134)  -1.03
N (-3.131286, -0.607809, 3.830644)  0.02
H (-1.983593, -3.395465, 4.068939)  0.18
H (-0.286007, -4.946700, 3.040754)  0.46
H (0.800382, -3.532548, 0.960155)  0.40
H (-3.321470, 2.059010, 2.011171)  0.41
H (-4.467027, 1.011194, 4.267250)  0.44
H (-3.349391, -1.226028, 4.593960)  0.18
F (4.296454, -0.426937, 5.185832)  -0.25
C (3.816661, 0.392034, 4.241609)  0.63
F (2.808010, 1.080832, 4.773767)  -0.23
F (4.796325, 1.270533, 3.947880)  -0.27
C (3.442079, -0.385774, 2.997905)  -0.09
C (4.388370, -1.285612, 2.536318)  -0.79
C (4.151425, -2.012900, 1.378274)  -1.14
C (2.969426, -1.776309, 0.701990)  -0.39
N (2.065141, -0.888568, 1.119077)  0.80
C (2.258437, -0.225620, 2.267670)  0.91
S (0.885274, 0.783016, 2.729601)  -0.43
H (5.304132, -1.423688, 3.095632)  0.51
H (4.857617, -2.743056, 1.012407)  0.52
H (2.737256, -2.310751, -0.208607)  0.19
Br (-3.601224, 5.294844, 1.617495)  -0.15
C (-2.576806, 5.457318, 0.044119)  -0.04
C (-2.986607, 6.393594, -0.900140)  -0.46
C (-2.281458, 6.545323, -2.080071)  -0.64
C (-1.163968, 5.765650, -2.335769)  -0.80
C (-0.747423, 4.830982, -1.402500)  -0.02
C (-1.451669, 4.683351, -0.214346)  0.35
I (-0.742185, 3.328760, 1.197233)  0.44
H (-3.859110, 6.998076, -0.701580)  0.42
H (-2.610344, 7.278196, -2.802149)  0.40
H (-0.615497, 5.887947, -3.258375)  0.43
H (0.126732, 4.223829, -1.593028)  0.38
C (0.358240, 1.762431, -3.073443)  -0.96
O (-0.398992, 1.023063, -2.087103)  0.58
C (-1.661632, 1.513340, -1.822930)  -0.82
O (-2.100308, 0.746520, -0.899093)  0.04
H (-0.326960, 2.452537, -3.564066)  0.44
H (0.753113, 1.033998, -3.780983)  0.22
H (1.166228, 2.288154, -2.565114)  0.19
N (-4.547420, -0.973813, -1.715119)  -0.31
C (-4.363473, -2.173930, -1.163003)  0.82
N (-5.102049, -3.197543, -1.603849)  -0.41
S (-3.211521, -2.383129, 0.066708)  -0.45
H (-5.224902, -0.808749, -2.441700)  0.21
H (-3.983540, -0.198133, -1.388312)  0.13
H (-5.856274, -3.080689, -2.259462)  0.20
H (-5.013302, -4.083120, -1.136257)  0.22
N (2.860141, 3.272045, 0.439948)  -0.34
C (2.818945, 2.013476, -0.007932)  0.05
N (3.972226, 1.341058, -0.150811)  -0.32
O (1.721759, 1.491935, -0.330661)  0.70
H (3.706530, 3.699675, 0.774513)  0.24
H (1.980295, 3.721075, 0.646097)  -0.01
H (4.853051, 1.713329, 0.161825)  0.23
H (3.928161, 0.366317, -0.388249)  0.11
F (2.042190, -4.026715, -5.441230)  -0.24
C (2.103423, -4.506257, -4.191752)  0.68
F (1.480582, -5.684763, -4.166206)  -0.27
F (3.396387, -4.711246, -3.897450)  -0.25
C (1.491387, -3.519113, -3.215913)  0.42
C (2.107740, -2.285531, -3.031823)  -0.94
C (1.538615, -1.400501, -2.140626)  -0.83
N (0.420078, -1.672310, -1.451135)  1.06
C (-0.166106, -2.853372, -1.638912)  -0.11
C (0.339811, -3.806679, -2.514787)  -1.08
H (3.006750, -2.021741, -3.568792)  0.54
H (1.983740, -0.426669, -1.966734)  0.46
H (-1.078427, -3.032298, -1.081164)  0.02
H (-0.170346, -4.750684, -2.635464)  0.57

Atomic forces in eV per Å
0.864 -0.735 1.094
0.048 0.113 -0.125
0.056 -0.002 -0.055
-0.028 -0.093 0.075
-0.047 0.043 0.117
-0.183 0.151 0.100
0.216 -0.238 0.122
0.081 -0.009 0.179
-0.113 -0.023 -0.030
0.025 0.049 -0.040
0.007 0.062 -0.244
-0.002 0.025 -0.009
0.040 -0.099 0.012
0.062 -0.032 -0.049
-0.028 0.049 -0.006
-0.085 0.063 0.058
-0.003 -0.023 -0.022
-0.011 -0.028 -0.046
-0.068 0.038 0.049
0.021 -0.040 -0.007
-0.020 0.024 -0.061
0.119 -0.039 0.028
-0.048 -0.045 -0.028
-0.077 0.024 -0.044
0.185 0.090 0.202
-0.199 -0.262 -0.112
-0.382 0.353 0.125
0.181 -0.223 -0.277
0.035 -0.015 0.007
0.028 -0.012 0.006
0.009 -0.050 -0.041
0.038 -0.059 0.045
-0.015 0.054 -0.214
0.027 -0.086 0.086
-0.001 0.007 -0.021
0.017 -0.054 0.037
-0.046 0.090 0.028
-0.239 0.100 -0.101
0.211 0.304 0.245
-0.030 0.020 0.016
-0.006 0.031 -0.033
0.035 -0.003 -0.034
0.030 0.001 0.028
0.014 -0.072 -0.031
0.123 0.706 -0.514
-0.238 -0.799 0.207
-0.339 0.641 -0.425
0.124 -0.030 -0.005
-0.017 0.111 0.016
-0.074 -0.049 -0.104
0.043 0.214 -0.055
0.068 0.048 0.119
-0.001 0.014 0.067
0.017 -0.008 -0.113
0.002 -0.021 0.011
-0.138 -0.235 -0.056
-0.016 0.032 -0.029
0.022 0.025 -0.019
0.018 0.077 0.055
-0.099 0.103 0.072
0.043 0.024 0.016
-0.316 -0.376 -0.215
0.009 -0.007 0.001
0.065 -0.021 -0.003
-0.023 0.015 -0.018
0.017 -0.021 -0.009
-0.017 0.011 0.121
0.052 -0.055 -0.098
-0.020 0.070 0.044
-0.089 0.054 0.026
0.110 0.025 -0.059
-0.097 0.013 0.046
-0.017 0.041 -0.223
0.128 0.146 0.197
-0.045 -0.119 -0.071
-0.067 -0.018 0.037
0.053 0.003 -0.033
0.002 -0.005 0.005
0.000 -0.030 -0.010
-0.003 -0.032 -0.010



Entry 3:
ORCA calculation (ωB97M-V with the def2-TZVPD basis set) on a cluster of 2 separate species, C6H4Cl4F2N2 in total at a distorted geometry.

Lowest unoccupied orbital energy (alpha / beta)   -0.90 / -1.10 eV
E_HOMO (alpha / beta)   -8.828 / -8.063 eV
Kohn-Sham gap (alpha / beta)   7.93 / 6.97 eV
Charge   0

Last column: Mulliken charge in e.
Geometry (Å):
C (-1.569055, -2.861572, -0.645463)  -1.15
C (-0.812855, -1.918693, -0.203039)  0.88
C (2.211541, 1.813940, 0.311519)  0.26
C (0.566223, -0.040958, -0.072672)  -0.05
C (1.782807, 0.419623, 0.646607)  0.43
C (-2.746027, 0.368058, 0.116918)  0.25
N (3.194333, 2.110316, -0.369287)  -0.50
N (-0.004938, -1.141741, 0.335794)  -0.35
F (1.376648, 2.729527, 0.889559)  -0.24
F (0.452809, 0.379229, -1.362655)  -0.30
Cl (3.130755, -0.708181, 0.205770)  -0.16
Cl (-3.722693, -0.172576, 1.430058)  -0.11
Cl (-1.481037, 1.420428, 0.535466)  -0.01
Cl (-3.588261, 0.750530, -1.334028)  -0.12
H (-1.171209, -3.820849, -0.934874)  0.27
H (-2.632120, -2.734040, -0.758205)  0.26
H (1.626811, 0.313013, 1.723807)  0.37
H (3.386273, 3.093950, -0.515272)  0.28

Atomic forces in eV per Å
-0.512 -0.628 -0.342
0.276 0.854 0.173
-0.069 0.579 0.103
0.788 -0.021 -0.687
0.145 -0.396 -0.077
-0.062 0.226 0.168
0.378 -0.056 -0.312
-0.337 -0.342 0.315
-0.002 -0.291 -0.105
0.119 -0.324 0.550
-0.115 -0.034 0.191
0.122 -0.091 -0.192
-0.617 0.448 0.186
0.147 -0.201 0.096
0.247 -0.081 -0.102
-0.212 0.147 0.094
-0.031 0.047 -0.223
-0.265 0.164 0.165



Entry 4:
ORCA calculation (ωB97M-V with the def2-TZVPD basis set) on a structure of composition C34H53Cl2N6O7S2Si2Tm at a distorted geometry.

Lowest unoccupied orbital energy (alpha / beta)   0.00 / 0.00 eV
E_HOMO (alpha / beta)   -6.558 / -6.558 eV
Kohn-Sham gap (alpha / beta)   6.56 / 6.56 eV
Charge   0
2S+1   3

Last column: Mulliken charge in e.
Geometry (Å):
Tm (-0.374787, 0.399926, 0.803693)  -0.27
C (2.177213, 2.586726, 3.302693)  -0.93
O (1.001713, 2.531726, 2.516493)  0.68
C (0.177513, 3.675626, 2.637193)  -0.97
C (-0.392587, 3.995026, 1.257093)  -0.36
O (-1.109487, 2.860726, 0.791193)  0.19
C (-2.033987, 3.218426, -0.226807)  -0.86
H (1.946513, 2.706726, 4.365793)  0.30
H (2.829613, 3.406426, 2.983493)  0.37
H (2.683213, 1.636126, 3.150393)  0.09
H (0.755813, 4.531626, 3.001993)  0.62
H (-0.640887, 3.470126, 3.342493)  0.15
H (0.430913, 4.225126, 0.562593)  -0.02
H (-1.062187, 4.863226, 1.330393)  0.60
H (-2.799687, 3.891426, 0.173693)  0.47
H (-2.498487, 2.298626, -0.574707)  -0.24
H (-1.524087, 3.699426, -1.063507)  0.54
C (-2.596887, 3.568226, -3.556107)  -1.30
Si (-1.827687, 1.842826, -3.940907)  0.52
C (-3.400587, 0.770026, -4.147407)  -1.35
C (-1.052287, 2.064126, -5.684607)  -1.36
C (-0.656687, 1.064626, -2.684707)  1.83
C (0.272213, 1.829426, -1.978307)  -0.67
C (0.663313, 3.143626, -2.409807)  -0.73
C (1.696813, 3.809526, -1.833907)  -1.31
C (2.402013, 3.199526, -0.773207)  -1.24
C (1.963213, 1.973126, -0.344707)  0.09
N (0.918313, 1.297426, -0.860307)  1.12
Si (-0.349887, -0.789074, -2.846607)  -0.06
C (-1.566287, -2.099474, -2.140307)  -0.36
C (-0.337687, -1.257074, -4.711307)  -1.44
C (1.415713, -1.285274, -2.280807)  -0.44
H (-3.141987, 3.919626, -4.428207)  0.51
H (-1.858887, 4.327526, -3.321607)  0.39
H (-3.308287, 3.531626, -2.736707)  0.25
H (-4.205487, 1.115826, -3.506207)  0.39
H (-3.208887, -0.271574, -3.922607)  0.28
H (-3.771187, 0.816226, -5.165707)  0.55
H (-1.722487, 2.606226, -6.345007)  0.41
H (-0.849087, 1.105026, -6.145507)  0.38
H (-0.115587, 2.612126, -5.645607)  0.36
H (0.155113, 3.570226, -3.257807)  0.51
H (2.005013, 4.777926, -2.204807)  0.41
H (3.258213, 3.675926, -0.321207)  0.50
H (2.495713, 1.473826, 0.463393)  0.01
H (-2.569087, -1.934374, -2.519807)  0.37
H (-1.619987, -2.091674, -1.058407)  -0.37
H (-1.270887, -3.099574, -2.447307)  0.53
H (-1.308487, -1.099974, -5.165107)  0.35
H (-0.080787, -2.302974, -4.851807)  0.33
H (0.382413, -0.667774, -5.267107)  0.37
H (1.477213, -1.378774, -1.201507)  -0.47
H (2.128913, -0.528574, -2.591207)  0.38
H (1.719813, -2.229274, -2.725907)  0.66
C (1.520413, -4.227774, -0.052907)  -0.20
O (0.568113, -4.254874, 1.006893)  -0.58
C (-0.037887, -3.091374, 1.268993)  0.17
O (0.075413, -2.081474, 0.586793)  0.05
N (-0.762187, -3.156374, 2.397993)  -0.50
N (-1.511287, -2.019274, 2.775693)  0.06
H (1.962113, -5.220574, -0.072207)  0.30
H (2.279213, -3.471474, 0.155093)  -0.04
H (1.033213, -3.997974, -1.000507)  0.13
H (-1.019187, -4.070474, 2.751493)  0.29
H (-1.861187, -2.182774, 3.714993)  0.34
H (-2.323087, -1.892974, 2.136993)  0.13
C (6.179313, -5.076774, 0.019693)  -0.55
C (7.579413, -4.538274, 0.055793)  0.56
O (8.556713, -5.160274, -0.252307)  -0.55
S (7.811813, -2.862474, 0.630393)  -0.11
C (6.181213, -2.254774, 1.049593)  -0.42
C (5.746013, -2.310774, 2.366193)  -0.44
C (4.502413, -1.815374, 2.700193)  -0.80
C (3.680613, -1.246974, 1.723693)  0.51
C (4.142213, -1.179274, 0.403893)  0.23
C (5.384913, -1.673174, 0.071593)  -0.52
C (2.396613, -0.735374, 2.043993)  0.95
C (1.286013, -0.308774, 2.340693)  -1.72
H (6.055613, -5.660374, -0.890807)  0.32
H (5.424513, -4.299074, 0.067093)  0.04
H (6.054813, -5.748874, 0.868393)  0.25
H (6.387613, -2.739974, 3.120093)  0.49
H (4.154213, -1.857074, 3.721693)  0.52
H (3.516613, -0.730374, -0.352207)  0.30
H (5.738213, -1.611474, -0.945807)  0.49
C (-5.753887, -0.788774, 3.264093)  -1.01
C (-5.318187, 0.679626, 3.239793)  -0.42
C (-3.847887, 0.758726, 3.396393)  0.33
N (-3.008387, 1.045626, 2.482893)  -0.74
N (-1.717387, 0.935426, 2.826493)  0.89
C (-1.539087, 0.562926, 4.071693)  -0.17
N (-0.325987, 0.402426, 4.598493)  -0.09
S (-3.057587, 0.301626, 4.921393)  -0.21
H (-6.833287, -0.863174, 3.169193)  0.37
H (-5.451587, -1.258774, 4.198193)  0.39
H (-5.290587, -1.325074, 2.439593)  0.14
H (-5.813587, 1.227626, 4.044693)  0.42
H (-5.588187, 1.132426, 2.284393)  0.11
H (0.399313, 0.179426, 3.857293)  -0.41
H (-0.241587, -0.026374, 5.504393)  0.29
Cl (-5.071087, 1.410626, -0.402307)  -0.15
C (-4.564687, -0.243874, -0.768807)  1.39
Cl (-5.916087, -1.356474, -0.577007)  -0.16
C (-3.370787, -0.619074, 0.149693)  0.04
O (-3.512787, -1.542174, 0.948893)  -0.92
O (-2.342287, 0.063926, -0.045607)  0.15
H (-4.238087, -0.255974, -1.810407)  -0.71

Atomic forces in eV per Å
-0.163 0.186 0.772
0.047 -0.165 -0.054
-0.139 0.155 -0.081
-0.304 0.034 -0.401
0.586 0.043 0.549
0.052 -0.216 0.026
-0.321 -0.077 -0.354
-0.073 -0.006 -0.001
-0.059 0.028 -0.037
0.057 0.066 0.074
-0.055 0.009 -0.076
0.132 0.030 -0.051
-0.292 -0.030 0.135
0.007 -0.179 -0.027
0.047 -0.057 0.058
0.014 0.169 0.010
0.042 0.037 0.097
0.486 -0.500 0.116
-0.307 0.138 -0.351
0.604 0.171 0.053
-0.223 -0.130 0.652
-0.320 -0.426 -0.139
-0.086 -0.537 -0.404
0.096 0.286 0.229
-0.079 -0.211 -0.015
0.056 -0.319 0.087
0.919 0.398 0.046
-0.182 0.376 -0.198
0.287 -0.519 -0.689
0.337 0.657 0.060
-0.059 0.319 0.611
-0.581 0.322 0.087
-0.063 -0.091 -0.251
0.129 0.215 0.056
-0.111 -0.096 0.211
-0.100 0.144 0.210
0.013 -0.335 0.026
-0.034 0.047 -0.278
-0.214 0.139 -0.064
0.074 -0.233 -0.072
0.209 0.111 0.066
-0.043 0.040 -0.131
-0.024 0.058 -0.049
0.048 -0.054 0.080
-0.171 0.065 0.025
-0.280 0.041 -0.135
-0.008 -0.065 0.099
0.177 -0.129 -0.162
-0.300 0.042 -0.179
0.034 -0.241 0.122
0.201 0.185 -0.092
0.087 -0.082 0.097
0.147 0.207 -0.102
-0.101 -0.207 -0.140
0.166 0.136 -0.246
-0.320 0.222 0.224
-0.043 0.043 0.505
-0.148 0.407 -0.399
-0.255 -0.171 0.067
-0.258 -0.196 -0.238
-0.022 0.047 -0.031
0.023 -0.060 -0.073
0.037 -0.028 0.027
0.085 0.176 -0.189
0.221 0.077 -0.097
0.268 -0.272 0.266
-0.115 -0.229 -0.170
-0.256 0.157 0.135
0.062 -0.076 -0.079
0.027 0.336 0.134
0.555 -0.142 -0.158
0.044 -0.013 -0.097
-0.177 0.085 0.063
0.385 -0.148 -0.245
-0.136 0.075 0.100
0.064 -0.029 0.062
-0.606 0.211 0.442
0.774 -0.285 -0.228
0.044 -0.052 -0.010
-0.020 -0.077 0.000
-0.019 -0.020 0.063
0.046 -0.064 0.080
-0.028 -0.013 0.070
-0.077 0.047 -0.091
0.065 -0.006 -0.114
-0.062 0.123 -0.057
-0.269 -0.198 0.025
0.244 0.007 0.498
-1.210 0.348 -0.394
0.963 -0.235 0.153
-0.558 0.064 0.252
0.690 -0.123 -0.160
0.508 0.286 -0.587
-0.121 -0.049 0.015
-0.049 -0.096 0.105
-0.011 -0.065 -0.021
0.011 0.077 -0.054
0.084 0.050 0.114
-0.442 0.153 0.664
-0.008 -0.040 -0.086
-0.126 0.271 -0.101
0.340 -0.202 0.027
-0.041 -0.016 -0.139
-1.287 -0.943 0.186
-0.037 0.159 -0.288
0.889 0.503 -0.248
-0.089 -0.025 0.201



no.,E (eV)
1,-10978.2609
2,-179573.9480
3,-64786.9646
4,-151394.4286